1.
DFT (ωB97M-V with the def2-TZVPD basis set) results for a structure of composition C5H4O2S in a non-equilibrium geometry.

Output
HOMO-LUMO gap	8.62	eV
highest occupied orbital energy	-8.21	eV
relative energy (zero: lowest compared OMol25 entry of this formula, charge and spin)	438.3	kJ/mol

```
! wB97M-V def2-TZVPD RIJCOSX def2/J DEFGRID3
* xyz 0 1
C 0.716 -0.045 -0.200
C -0.722 1.680 0.091
C -1.364 0.504 -0.118
C -1.699 -1.442 0.100
C -0.444 -0.607 -0.355
H 3.073 0.628 -0.598
H -1.088 2.656 0.308
H -2.230 -2.335 -0.463
H -1.857 -1.665 1.233
O 0.577 1.340 0.050
O -2.492 -0.182 0.033
S 2.406 -0.568 0.110
*
```

2.
DFT (ωB97M-V with the def2-TZVPD basis set) results for a structure of composition C8H24BF4KO4 in a non-equilibrium geometry.

Output
HOMO-LUMO gap	8.28	eV
highest occupied orbital energy	-9.32	eV
relative energy (zero: lowest compared OMol25 entry of this formula, charge and spin)	189.9	kJ/mol

```
! wB97M-V def2-TZVPD RIJCOSX def2/J DEFGRID3
* xyz 0 1
K -1.785 -1.364 -3.504
B -0.595 0.167 -0.872
F -1.080 -0.538 0.212
F 0.038 1.312 -0.380
F 0.336 -0.556 -1.628
F -1.641 0.482 -1.734
C 3.405 -1.593 0.231
C 3.173 -2.005 -1.188
O 3.648 -0.907 -1.942
H 4.447 -1.713 0.528
H 2.833 -2.199 0.934
H 3.036 -0.594 0.464
H 2.143 -2.350 -1.285
H 3.718 -2.898 -1.494
H 3.145 -0.151 -1.631
C 0.201 0.563 4.139
C 0.882 -0.607 3.379
O -0.110 -1.412 2.779
H -0.187 0.337 5.132
H -0.463 1.155 3.509
H 0.982 1.295 4.345
H 1.397 -1.139 4.178
H 1.716 -0.250 2.774
H -0.349 -1.042 1.927
C -3.959 -1.176 0.855
C -3.642 -2.568 0.293
O -2.705 -2.296 -0.709
H -3.128 -0.717 1.390
H -4.871 -1.211 1.451
H -4.195 -0.345 0.190
H -4.491 -3.052 -0.190
H -3.204 -3.173 1.086
H -2.135 -1.779 -0.136
C 0.043 3.469 -3.466
C 0.435 3.980 -2.059
O 1.400 3.235 -1.419
H -0.666 4.213 -3.830
H -0.277 2.428 -3.433
H 0.884 3.595 -4.148
H -0.389 4.111 -1.358
H 0.985 4.911 -2.195
H 1.027 2.379 -1.197
*
```

3.
DFT (ωB97M-V with the def2-TZVPD basis set) results for an isolated molecule of CH3NOS in a non-equilibrium geometry.

Output
HOMO-LUMO gap	10.48	eV
highest occupied orbital energy	-9.68	eV
relative energy (zero: lowest compared OMol25 entry of this formula, charge and spin)	257.1	kJ/mol

```
! wB97M-V def2-TZVPD RIJCOSX def2/J DEFGRID3
* xyz 0 1
C 1.141 -0.059 0.416
N 0.317 0.740 -0.029
O -1.533 -1.065 -0.070
S -1.364 0.358 -0.029
H 2.093 0.392 0.413
H 0.775 -1.122 0.674
H -1.429 0.756 -1.373
*
```

4.
DFT (ωB97M-V with the def2-TZVPD basis set) results for a cluster of 17 separate species, H34O17 in total in a non-equilibrium geometry.

Output
HOMO-LUMO gap (spin up / spin down)	2.04 / 10.35	eV
highest occupied orbital energy (spin up / spin down)	0.22 / -8.14	eV
relative energy (zero: lowest compared OMol25 entry of this formula, charge and spin)	214.4	kJ/mol

```
! wB97M-V def2-TZVPD RIJCOSX def2/J DEFGRID3
* xyz -1 2
O -1.493 4.743 -1.638
H -1.601 3.948 -1.100
H -2.299 5.197 -1.872
O 5.570 0.626 -0.695
H 5.005 0.029 -0.138
H 6.078 0.720 0.130
O -0.765 0.371 5.642
H -0.230 -0.065 6.305
H -0.891 1.322 5.626
O 4.825 0.855 1.853
H 5.059 1.651 2.354
H 4.248 0.402 2.489
O -4.468 -3.217 -1.944
H -4.070 -2.660 -2.613
H -3.932 -3.942 -1.622
O -3.060 0.557 -2.363
H -3.271 1.392 -2.779
H -2.135 0.297 -2.245
O -0.806 0.496 -0.575
H -0.805 1.450 -0.738
H -1.667 0.416 -0.104
O -2.903 3.740 0.240
H -2.733 4.585 0.665
H -2.900 3.073 0.958
O -2.059 1.802 1.933
H -2.043 1.565 2.869
H -2.340 1.006 1.453
O -2.898 -2.153 3.923
H -2.439 -1.396 4.314
H -2.816 -2.837 4.595
O 0.011 -0.337 -3.260
H -0.445 -0.682 -4.037
H 0.686 -0.997 -3.106
O 2.494 -2.549 -1.370
H 3.285 -1.997 -1.477
H 2.249 -2.134 -0.524
O 3.505 -0.028 -2.368
H 4.409 0.319 -2.284
H 3.277 0.571 -1.626
O 1.798 0.269 0.130
H 0.836 0.147 0.031
H 2.119 1.081 0.523
O -0.262 -2.533 -1.775
H -0.727 -1.730 -1.541
H 0.498 -2.383 -2.326
O -3.218 -0.280 0.270
H -3.348 -0.038 -0.683
H -3.279 -1.225 0.024
O 3.533 -2.580 1.497
H 2.801 -3.213 1.449
H 4.117 -3.144 2.026
*
```

5.
DFT (ωB97M-V with the def2-TZVPD basis set) results for a cluster of 2 separate species, C9H18N3 in total in a non-equilibrium geometry.

Output
HOMO-LUMO gap	7.94	eV
highest occupied orbital energy	-12.38	eV
relative energy (zero: lowest compared OMol25 entry of this formula, charge and spin)	346.6	kJ/mol

```
! wB97M-V def2-TZVPD RIJCOSX def2/J DEFGRID3
* xyz 1 1
C 3.387 -0.337 0.136
C 3.329 0.864 -0.633
C 2.178 -0.518 0.758
C 2.036 1.323 -0.580
C 0.623 -2.467 -0.369
C -1.522 -1.614 -0.801
C -2.211 1.186 1.034
C -0.963 2.203 -0.785
C 0.136 0.712 0.818
N 1.321 0.451 0.275
N -0.471 -1.743 0.168
N -1.003 1.103 0.180
H 4.357 -0.937 0.106
H 4.014 1.408 -1.254
H 1.881 -1.188 1.539
H 1.548 2.120 -1.155
H 1.033 -2.056 -1.252
H 1.501 -2.494 0.332
H 0.454 -3.558 -0.510
H -2.123 -0.898 -0.316
H -1.173 -1.184 -1.833
H -2.233 -2.474 -1.006
H -1.983 1.864 1.810
H -3.193 1.305 0.432
H -2.517 0.241 1.499
H -0.660 1.806 -1.713
H -1.972 2.567 -0.866
H -0.339 2.998 -0.451
H 0.031 0.199 1.788
H -0.423 -2.276 0.950
*
```

6.
DFT (ωB97M-V with the def2-TZVPD basis set) results for an isolated molecule of C5H10NO2PS3 in a non-equilibrium geometry.

Output
HOMO-LUMO gap	8.50	eV
structure (SMILES)	COP(OC)S[S@@]1(#N)C=CSC1
highest occupied orbital energy	-8.63	eV

```
! wB97M-V def2-TZVPD RIJCOSX def2/J DEFGRID3
* xyz 0 1
C -2.238 2.183 -2.066
C -2.799 1.319 -1.290
C -0.837 0.047 -2.515
C -0.455 -2.570 1.567
C 3.072 1.146 1.624
N -2.284 -1.474 -0.761
O 0.421 -1.551 1.985
O 2.167 0.067 1.905
P 1.173 -0.618 0.815
S -0.507 0.798 0.467
S -0.797 1.807 -2.960
S -1.863 -0.135 -0.983
H -2.756 3.136 -2.096
H -3.757 1.382 -0.823
H -1.235 -0.580 -3.390
H 0.227 -0.189 -2.414
H -1.254 -2.833 2.421
H -0.083 -3.538 1.213
H -1.202 -2.277 0.777
H 2.587 1.834 1.103
H 3.963 0.691 1.315
H 3.192 1.505 2.626
*
```

7.
DFT (ωB97M-V with the def2-TZVPD basis set) results for the ion C8H7N4O2 with charge +1 in a non-equilibrium geometry.

Output
HOMO-LUMO gap	7.94	eV
highest occupied orbital energy	-12.69	eV
relative energy (zero: lowest compared OMol25 entry of this formula, charge and spin)	472.0	kJ/mol

```
! wB97M-V def2-TZVPD RIJCOSX def2/J DEFGRID3
* xyz 1 1
C 0.580 -2.519 0.054
C -0.764 -2.799 0.284
C 0.997 -1.209 -0.167
C -1.734 -1.811 0.173
C -0.218 2.007 -0.749
C 0.077 -0.210 -0.041
C -1.280 -0.469 0.043
C 1.892 1.471 0.433
N -3.403 0.780 -0.074
N 0.623 1.160 -0.197
N -2.301 0.508 -0.124
N 2.497 2.530 -0.199
O 2.144 0.864 1.406
O -4.446 1.177 0.018
H 1.123 -3.446 0.131
H -1.032 -3.809 0.276
H 2.085 -1.000 0.079
H -2.742 -2.087 0.126
H 0.294 2.907 -0.830
H 2.319 2.991 -1.062
H 3.288 2.962 0.420
*
```

8.
DFT (ωB97M-V with the def2-TZVPD basis set) results for an isolated molecule of C12H19N5O4 in a non-equilibrium geometry.

Output
HOMO-LUMO gap	8.55	eV
structure (SMILES)	CNC(=O)[C@@H](CO)NC(=O)[C@@H](Cc1cnc[nH]1)NC(C)=O
highest occupied orbital energy	-8.40	eV
relative energy (zero: lowest compared OMol25 entry of this formula, charge and spin)	234.4	kJ/mol

```
! wB97M-V def2-TZVPD RIJCOSX def2/J DEFGRID3
* xyz 0 1
O 0.858 0.031 -2.248
O -0.617 -5.005 1.003
O -1.034 -0.889 1.585
N 0.677 2.016 4.296
O 2.498 -4.421 1.290
C -0.121 0.787 -2.250
C -0.550 -3.918 0.424
C -0.232 -0.649 0.720
C 0.333 3.266 3.817
C 0.798 1.229 3.126
C 0.728 2.064 2.013
N 0.219 3.260 2.424
N -1.410 -3.552 -0.497
N 0.436 -1.603 0.136
N -0.707 1.270 -1.127
C -0.921 1.150 -3.552
C -2.542 -4.371 -1.002
C 1.871 -3.537 0.330
C 0.894 1.652 0.632
C 0.586 -2.893 0.713
C -0.353 0.863 0.239
H 1.992 -5.192 1.432
H 0.122 4.069 4.426
H 1.192 0.208 3.229
H -0.001 4.051 1.866
H -1.145 -2.731 -1.012
H 0.995 -1.299 -0.699
H -1.474 1.879 -1.231
H -1.831 1.773 -3.342
H -1.326 0.212 -3.881
H -0.328 1.559 -4.311
H -2.992 -5.020 -0.161
H -3.371 -3.705 -1.253
H -2.289 -4.951 -1.803
H 1.679 -4.109 -0.621
H 2.601 -2.803 -0.013
H 1.055 2.547 -0.008
H 1.727 1.038 0.365
H 0.541 -2.827 1.703
H -1.138 1.351 0.893
*
```

9.
DFT (ωB97M-V with the def2-TZVPD basis set) results for a structure of composition C3H4LiO2Sn in a non-equilibrium geometry.

Output
HOMO-LUMO gap (spin up / spin down)	5.79 / 10.75	eV
highest occupied orbital energy (spin up / spin down)	-15.62 / -20.50	eV
relative energy (zero: lowest compared OMol25 entry of this formula, charge and spin)	0.0	kJ/mol

```
! wB97M-V def2-TZVPD RIJCOSX def2/J DEFGRID3
* xyz 2 2
O -0.886 -0.820 -0.166
Li 0.585 -0.754 1.220
C -0.927 -0.001 -1.100
C -0.118 1.219 -1.145
H -1.658 -0.152 -1.912
H -0.767 2.051 -1.463
H 0.619 1.098 -1.956
Sn -2.153 -2.459 -0.082
C 2.121 -0.801 2.959
O 2.854 -0.833 3.808
H 0.329 1.453 -0.163
*
```

10.
DFT (ωB97M-V with the def2-TZVPD basis set) results for the ion C7H9N4 with charge +1 in a non-equilibrium geometry.

Output
HOMO-LUMO gap (spin up / spin down)	7.90 / 7.90	eV
structure (SMILES)	Cc1cn2cccnc2[n+]1N
highest occupied orbital energy (spin up / spin down)	-12.62 / -12.62	eV
relative energy (zero: lowest compared OMol25 entry of this formula, charge and spin)	330.1	kJ/mol

```
! wB97M-V def2-TZVPD RIJCOSX def2/J DEFGRID3
* xyz 1 1
C -0.486 1.438 -0.048
C -1.471 0.421 -0.035
C 0.730 -0.487 -0.218
C 3.123 0.467 0.046
C 2.051 1.384 0.054
C 2.879 -0.928 0.070
C -2.927 0.589 0.125
N 1.641 -1.331 -0.103
N 0.755 0.839 -0.050
N -0.974 -0.811 -0.311
N -1.631 -1.949 -0.120
H -0.744 2.362 0.350
H 4.018 0.914 0.054
H 2.163 2.434 -0.248
H 3.717 -1.659 0.187
H -3.459 0.410 -0.930
H -3.129 -0.437 0.706
H -3.258 1.428 0.666
H -1.392 -2.495 0.726
H -1.606 -2.590 -0.922
*
```

11.
DFT (ωB97M-V with the def2-TZVPD basis set) results for a structure of composition C31H19HoIN4O4P.

Output
HOMO-LUMO gap (spin up / spin down)	8.28 / 8.29	eV
highest occupied orbital energy (spin up / spin down)	-8.94 / -8.94	eV

```
! wB97M-V def2-TZVPD RIJCOSX def2/J DEFGRID3
* xyz 0 5
Ho -1.011 1.719 1.176
O -3.053 1.434 4.958
C -2.269 1.595 4.055
O -2.501 1.550 2.767
C -0.794 1.826 4.359
C -0.215 1.718 5.604
C 1.163 1.888 5.696
C 1.919 2.149 4.557
C 1.259 2.232 3.349
N -0.059 2.073 3.277
C 1.924 2.433 1.993
O 3.114 2.633 1.934
O 1.075 2.321 1.009
H -0.837 1.500 6.462
H 1.653 1.806 6.659
H 2.992 2.280 4.585
I -1.302 -1.163 2.369
C -0.880 -2.943 1.350
C -1.059 -4.009 2.180
C -0.979 -5.327 1.690
C -0.760 -5.521 0.365
C -0.573 -4.426 -0.515
C -0.381 -4.703 -1.888
C -0.212 -3.698 -2.785
C -0.176 -2.373 -2.321
C -0.326 -2.038 -0.997
P 0.021 -0.250 -0.653
C 1.790 -0.154 -1.062
C 2.321 -0.123 -2.350
C 3.690 -0.013 -2.538
C 4.543 0.063 -1.445
C 4.026 0.010 -0.159
C 2.657 -0.097 0.028
C -0.953 0.531 -1.984
C -2.315 0.221 -1.978
C -3.180 0.835 -2.867
C -2.694 1.771 -3.770
C -1.346 2.099 -3.771
C -0.478 1.494 -2.869
C -0.586 -3.075 -0.041
H -1.286 -3.843 3.224
H -1.122 -6.160 2.365
H -0.728 -6.521 -0.049
H -0.382 -5.739 -2.207
H -0.082 -3.905 -3.839
H -0.014 -1.585 -3.045
H 1.676 -0.193 -3.217
H 4.090 0.020 -3.545
H 5.609 0.176 -1.597
H 4.683 0.083 0.698
H 2.255 -0.117 1.035
H -2.698 -0.522 -1.285
H -4.235 0.591 -2.850
H -3.366 2.259 -4.465
H -0.973 2.851 -4.453
H 0.559 1.798 -2.845
N -1.988 3.086 -0.260
C -2.034 3.938 -1.078
N -2.217 4.876 -1.882
C -1.686 5.168 -3.050
N -1.271 5.469 -4.089
*
```

12.
DFT (ωB97M-V with the def2-TZVPD basis set) results for a cluster of 2 separate species, C4H7BN2O2 in total in a non-equilibrium geometry.

Output
HOMO-LUMO gap	7.82	eV
highest occupied orbital energy	-8.06	eV
relative energy (zero: lowest compared OMol25 entry of this formula, charge and spin)	366.8	kJ/mol

```
! wB97M-V def2-TZVPD RIJCOSX def2/J DEFGRID3
* xyz 0 1
B 2.284 0.389 0.264
C -1.293 -1.931 -1.268
C -2.024 -0.941 -0.679
C 0.093 -0.676 -0.284
C -1.417 1.041 0.731
N 0.034 -1.746 -1.018
N -1.113 -0.125 -0.046
O 2.452 0.612 1.567
O 3.034 0.692 -0.785
H -1.626 -2.758 -1.865
H -3.075 -0.739 -0.644
H -1.059 0.919 1.754
H -0.938 1.926 0.303
H -2.496 1.190 0.740
H 3.254 1.030 1.893
H 3.888 1.120 -0.664
*
```

no.,electronic energy (eV)
1,-20175.05785
2,-44752.42227
3,-15456.14440
4,-35358.15193
5,-14084.90430
6,-52721.91423
7,-18451.12599
8,-28391.89033
9,-13288.96490
10,-13355.65744
11,-89797.37359
12,-12012.56369